--- w ---
Density functional theory data (the ωB97M-V functional and the def2-TZVPD basis) for 2 unconnected molecules or ions with the total composition C2H3BrO2.

Cartesian coordinates (Å):
C1 2.634 -0.809 -0.058
C2 -0.094 -0.008 -0.006
O1 2.864 -1.985 -0.658
O2 2.740 -1.874 0.764
Br1 3.920 0.581 -0.015
H1 -0.466 -0.991 -0.209
H2 0.088 0.664 -0.822
H3 -0.030 0.354 0.997

Properties
LUMO energy (alpha / beta): -0.16 / -1.15 eV
HOMO energy (alpha / beta): -9.44 / -9.19 eV

***

--- x ---
Density functional theory data (the ωB97M-V functional and the def2-TZVPD basis) for a molecular structure, C2H3BrO2.

Cartesian coordinates (Å):
C1 -1.394 0.874 -0.478
C2 0.626 0.606 -0.393
O1 -2.259 1.665 -0.064
O2 0.815 -0.563 0.414
Br1 1.127 0.357 -2.214
H1 -1.877 0.123 -1.191
H2 1.017 1.497 -0.057
H3 0.964 -1.462 -0.008

Properties
LUMO energy: 0.48 eV
HOMO energy: -9.16 eV

***

Which structure is most stable? x, by 104.7 kcal/mol over the runner-up.

***

--- w ---
Density functional theory data (the ωB97M-V functional and the def2-TZVPD basis) for a gas-phase ion, C2H6N3O2 (charge +1).

Cartesian coordinates (Å):
C1 0.131 -0.658 0.795
C2 -0.553 0.390 -2.224
N1 -1.063 -0.616 -0.092
N2 1.043 0.236 0.977
N3 -1.215 0.434 -0.988
O1 -0.884 1.020 -3.179
O2 1.090 1.382 0.282
H1 -0.024 -1.488 1.522
H2 0.272 -0.305 -2.189
H3 -1.628 -1.484 -0.137
H4 1.905 0.008 1.660
H5 1.792 1.512 -0.339
H6 -2.103 0.769 -0.815

Properties
LUMO energy: -4.63 eV
HOMO energy: -14.33 eV
SMILES: O=CNN/C=[NH+]\O
Net charge: +1

***

--- x ---
Density functional theory data (the ωB97M-V functional and the def2-TZVPD basis) for a gas-phase ion, C2H6N3O2 (charge +1).

Cartesian coordinates (Å):
C1 0.393 -0.352 0.006
C2 -2.137 0.514 0.131
N1 -0.823 0.497 0.107
N2 1.569 0.148 0.064
N3 0.187 -1.690 0.033
O1 1.562 1.580 0.034
O2 2.611 -0.468 0.123
H1 -2.669 -0.228 -0.324
H2 -2.767 1.218 0.550
H3 2.402 1.755 -0.402
H4 -0.601 1.443 0.456
H5 -0.605 -2.098 -0.443
H6 0.878 -2.318 -0.336

Properties
LUMO energy (alpha / beta): -6.19 / -6.19 eV
HOMO energy (alpha / beta): -13.14 / -13.14 eV
SMILES: C=[NH+]C(=[NH2+])N([O-])O
Net charge: +1

***

Which structure is most stable? w, by 36.8 kcal/mol over the runner-up.

***

--- w ---
Density functional theory data (the ωB97M-V functional and the def2-TZVPD basis) for a molecular structure, H14NaO7.

Cartesian coordinates (Å):
Na1 4.933 10.335 13.074
O1 7.510 9.086 17.810
H1 8.316 9.587 17.933
H2 7.086 9.098 18.668
O2 3.089 10.253 8.474
H3 2.827 11.126 8.182
H4 2.344 9.693 8.254
O3 0.122 8.384 13.321
H5 -0.110 8.155 12.421
H6 -0.442 7.832 13.862
O4 5.146 5.450 13.956
H7 5.161 4.932 13.151
H8 5.764 5.007 14.538
O5 7.523 14.094 13.420
H9 7.527 14.843 12.824
H10 8.055 14.378 14.164
O6 1.973 14.587 13.058
H11 1.778 15.147 12.307
H12 2.145 15.197 13.775
O7 9.205 10.209 11.348
H13 9.047 11.010 11.849
H14 10.135 10.022 11.482

Properties
LUMO energy: -4.65 eV
HOMO energy: -13.87 eV
Net charge: +1

***

--- x ---
Density functional theory data (the ωB97M-V functional and the def2-TZVPD basis) for a molecular structure, H14NaO7.

Cartesian coordinates (Å):
Na1 0.002 -0.312 -0.340
O1 -0.302 -1.049 -2.630
H1 0.440 -1.184 -3.232
H2 -1.051 -0.855 -3.207
O2 2.545 0.324 -0.667
H3 2.956 0.974 -1.253
H4 3.230 -0.344 -0.522
O3 -1.386 1.772 -1.196
H5 -2.044 1.116 -1.459
H6 -1.619 2.025 -0.282
O4 -0.996 2.489 1.438
H7 -0.844 3.112 2.158
H8 -0.533 1.666 1.685
O5 0.413 -2.786 0.046
H9 1.158 -2.715 0.657
H10 0.197 -3.726 0.040
O6 1.104 0.499 1.756
H11 1.417 0.903 2.576
H12 1.895 0.419 1.195
O7 -1.901 -0.707 0.827
H13 -1.841 -1.101 1.707
H14 -2.840 -0.518 0.706

Properties
LUMO energy: -3.21 eV
HOMO energy: -14.55 eV
Net charge: +1

***

Which structure is most stable? x, by 65.4 kcal/mol over the runner-up.

***

--- w ---
Density functional theory data (the ωB97M-V functional and the def2-TZVPD basis) for 2 unconnected molecules or ions with the total composition C2H8S4.

Cartesian coordinates (Å):
C1 -1.880 0.108 -1.052
S1 -1.758 0.897 0.519
S2 -2.454 -0.626 1.771
H1 -0.812 0.291 -1.640
H2 -2.060 -0.890 -1.114
H3 -2.680 0.718 -1.638
H4 -1.637 -1.676 1.326
C2 1.742 -0.689 0.656
S3 3.046 0.287 0.053
S4 2.001 1.601 -1.244
H5 1.310 -0.034 1.456
H6 0.948 -0.850 -0.028
H7 2.230 -1.577 1.040
H8 2.004 2.441 -0.105

Properties
LUMO energy: 0.27 eV
HOMO energy: -8.58 eV
SMILES: CSS.CSS

***

--- x ---
Density functional theory data (the ωB97M-V functional and the def2-TZVPD basis) for 2 unconnected molecules or ions with the total composition C2H8S4.

Cartesian coordinates (Å):
C1 1.003 -1.640 0.953
S1 2.149 -0.690 -0.046
S2 3.474 0.078 1.337
H1 1.305 -2.652 1.161
H2 0.783 -1.121 1.885
H3 0.056 -1.626 0.391
H4 2.670 1.034 1.832
C2 -0.753 1.233 -0.787
S3 -2.163 0.259 -0.150
S4 -3.646 0.707 -1.511
H5 -1.008 2.252 -0.545
H6 0.064 0.883 -0.139
H7 -0.486 0.978 -1.796
H8 -3.216 -0.028 -2.542

Properties
LUMO energy: 0.42 eV
HOMO energy: -9.01 eV
SMILES: CSS.CSS

***

Which structure is most stable? x, by 25.2 kcal/mol over the runner-up.

***

--- w ---
Density functional theory data (the ωB97M-V functional and the def2-TZVPD basis) for 2 unconnected molecules or ions with the total composition C5H6.

Cartesian coordinates (Å):
C1 1.568 -1.179 0.099
C2 1.612 0.126 0.091
C3 -1.041 -0.870 -0.103
C4 -1.227 0.386 -0.100
C5 1.075 1.343 -0.026
H1 2.344 -1.949 0.112
H2 -1.692 -1.657 0.004
H3 0.494 -1.465 0.156
H4 -0.998 1.416 0.054
H5 1.092 1.909 0.899
H6 0.894 1.844 -1.047

Properties
LUMO energy: 1.02 eV
HOMO energy: -9.55 eV
SMILES: C=C=C.C#C

***

--- x ---
Density functional theory data (the ωB97M-V functional and the def2-TZVPD basis) for 2 unconnected molecules or ions with the total composition C5H6.

Cartesian coordinates (Å):
C1 -2.815 -0.571 -0.517
C2 -3.291 -0.046 0.411
C3 1.720 0.127 -0.964
C4 1.723 -0.359 0.472
C5 0.625 -0.808 -0.290
H1 -2.602 -0.906 -1.513
H2 1.374 1.127 -1.239
H3 2.314 -0.229 -1.772
H4 2.509 -1.065 0.713
H5 1.546 0.482 1.045
H6 -3.576 0.553 1.262

Properties
LUMO energy: -0.37 eV
HOMO energy: -8.84 eV

***

--- y ---
Density functional theory data (the ωB97M-V functional and the def2-TZVPD basis) for a molecular structure, C5H6.

Cartesian coordinates (Å):
C1 0.490 -0.014 -1.725
C2 -0.833 -0.140 -1.845
C3 0.622 0.755 1.494
C4 -0.060 -0.248 1.097
C5 -0.127 -0.911 -0.791
H1 1.219 0.729 -1.776
H2 -1.761 0.200 -2.231
H3 0.413 1.163 2.502
H4 1.441 1.258 0.997
H5 -0.839 -0.933 1.549
H6 -0.080 -1.982 -0.580

Properties
LUMO energy: 1.21 eV
HOMO energy: -8.02 eV

***

--- z ---
Density functional theory data (the ωB97M-V functional and the def2-TZVPD basis) for C5H6 in the gas phase.

Cartesian coordinates (Å):
C1 1.016 -1.067 0.023
C2 0.109 0.199 -0.080
C3 0.677 1.390 0.014
C4 -1.294 0.064 -0.077
C5 -2.463 -0.051 0.054
H1 2.016 -0.782 -0.056
H2 0.684 -1.701 -0.824
H3 0.938 -1.539 0.986
H4 0.023 2.294 0.209
H5 1.763 1.530 -0.183
H6 -3.468 -0.337 -0.066

Properties
LUMO energy: 0.99 eV
HOMO energy: -9.14 eV
SMILES: C#CC(=C)C

***

Which structure is most stable? z, by 66.9 kcal/mol over the runner-up.

***

--- w ---
Density functional theory data (the ωB97M-V functional and the def2-TZVPD basis) for C5H6 in the gas phase.

Cartesian coordinates (Å):
C1 -1.915 0.032 0.039
C2 -0.495 -0.527 -0.160
C3 0.497 0.339 -0.196
C4 1.871 0.035 -0.240
C5 3.096 -0.100 0.031
H1 -2.016 1.064 -0.463
H2 -2.749 -0.608 -0.526
H3 -2.411 0.076 1.131
H4 -0.207 -1.529 -0.118
H5 0.202 1.499 0.047
H6 4.127 -0.281 0.454

Properties
LUMO energy: 0.90 eV
HOMO energy: -8.92 eV
SMILES: C#C/C=C/C

***

--- x ---
Density functional theory data (the ωB97M-V functional and the def2-TZVPD basis) for C5H6 in the gas phase.

Cartesian coordinates (Å):
C1 1.690 0.003 0.019
C2 0.505 -0.319 -0.040
C3 3.014 0.211 0.040
C4 -0.958 -0.499 0.032
C5 -2.104 0.503 0.088
H1 3.424 1.149 -0.289
H2 3.698 -0.536 0.401
H3 -1.193 -1.093 -0.865
H4 -1.125 -1.208 0.858
H5 -1.909 1.557 0.045
H6 -3.076 0.140 -0.162

Properties
LUMO energy (alpha / beta): 0.31 / -0.29 eV
HOMO energy (alpha / beta): -7.77 / -8.46 eV

***

Which structure is most stable? w, by 37.2 kcal/mol over the runner-up.